Entry 1:
# C37H37N3P2Sn

C37H37N3P2Sn as an isolated structure in a non-equilibrium geometry (the ωB97M-V functional and the def2-TZVPD basis, the OMol25 dataset).

```
80
C37H37N3P2Sn the ωB97M-V functional and the def2-TZVPD basis
Sn 1.2742 -0.6017 0.9081
C -2.6992 0.1700 6.3037
C -2.3763 0.1547 4.9832
C -2.9009 1.1928 3.9504
C -1.7308 2.1250 3.5106
C -0.9621 2.8070 4.6340
C -1.3189 3.0249 5.9061
C -2.6301 2.6744 6.5434
C -2.7371 1.3136 7.2787
C 2.9298 0.1572 2.1914
H -3.0797 -0.7833 6.7295
H -2.0821 -0.7928 4.4996
H -3.7358 1.8695 4.2285
H -3.3197 0.6791 3.0421
H -1.0651 1.4477 2.8994
H -2.1914 2.8455 2.7749
H 0.0455 3.0972 4.2918
H -0.5320 3.3932 6.5747
H -3.4856 2.6300 5.8518
H -2.8674 3.5005 7.2383
H -1.9512 1.2234 8.0455
H -3.7364 1.3009 7.7525
H 3.3344 -0.7550 2.6816
H 2.4717 0.8760 2.8870
H 3.7290 0.5273 1.5510
P 0.1727 -2.2067 -2.2567
P 2.0756 0.2673 -2.7559
C -0.5174 -0.6215 -2.8662
C 0.3291 0.3745 -3.2481
C -0.4625 -3.3150 -3.6186
C -1.5445 -2.9506 -4.4463
C -2.0137 -3.8429 -5.4314
C -1.3753 -5.0895 -5.6268
C -0.2772 -5.4159 -4.8245
C 0.1946 -4.5493 -3.8444
C -1.1162 -2.3890 -0.9395
C -1.1711 -1.3532 0.0204
C -1.9034 -1.4984 1.1972
C -2.7364 -2.6213 1.3262
C -2.8743 -3.5255 0.2610
C -2.0345 -3.4379 -0.8659
C 2.7323 0.8715 -4.4124
C 2.4936 0.0303 -5.5296
C 2.8431 0.4664 -6.8156
C 3.4411 1.7221 -7.0102
C 3.7164 2.5258 -5.8959
C 3.3922 2.0996 -4.5980
C 2.1783 1.8161 -1.7620
C 3.3419 1.9949 -0.9712
C 3.5191 3.1838 -0.2572
C 2.5278 4.1760 -0.3107
C 1.3655 3.9708 -1.0469
C 1.1854 2.7866 -1.7433
H -1.6153 -0.5409 -2.8998
H 0.0232 1.2073 -3.8964
H -2.0478 -1.9714 -4.3396
H -2.8754 -3.5553 -6.0491
H -1.7546 -5.7700 -6.3955
H 0.2164 -6.3751 -4.9816
H 1.0572 -4.8057 -3.2340
H -0.5384 -0.4358 -0.2464
H -1.8192 -0.7981 2.0240
H -3.3086 -2.7856 2.2478
H -3.6355 -4.3137 0.2842
H -2.1090 -4.1473 -1.6917
H 2.0139 -0.9468 -5.4051
H 2.6395 -0.1611 -7.6879
H 3.7041 2.0756 -8.0134
H 4.1779 3.5088 -6.0207
H 3.6196 2.7277 -3.7300
H 4.1063 1.2031 -0.9353
H 4.4445 3.3332 0.3232
H 2.6828 5.1038 0.2314
H 0.6033 4.7354 -1.0931
H 0.2827 2.6307 -2.3102
N 0.4024 -1.5165 2.6570
C 0.6078 -1.4952 3.8477
N 0.4886 -1.8427 5.0514
C 1.1471 -1.4299 6.1164
N 1.6216 -1.1809 7.1611
```

Computed properties:
- Net charge: +2
- LUMO level (alpha / beta): -8.78 / -9.05 eV



Entry 2:
# C5H9N2O

An isolated ion of composition C5H9N2O and charge +1 in a non-equilibrium geometry (the ωB97M-V functional and the def2-TZVPD basis, the OMol25 dataset).

```
17
C5H9N2O the ωB97M-V functional and the def2-TZVPD basis
C -0.3664 2.1507 -0.7721
C -0.3294 1.1759 0.3795
C 0.0312 -0.1189 -0.0377
N 0.5398 -0.6020 -1.5146
C 0.7234 -1.9479 -1.4393
C 0.3069 -2.4440 -0.2580
N -0.0623 -1.3272 0.5637
O -0.7211 -1.6824 1.7351
H -1.1045 1.6797 -1.5903
H 0.5840 2.1448 -1.3910
H -0.6348 3.1198 -0.4559
H -1.2668 1.0864 1.0435
H 0.4293 1.6410 1.1461
H 0.5974 -0.0230 -2.3748
H 1.0561 -2.6988 -2.1637
H 0.1853 -3.4614 0.0038
H -0.8212 -2.6340 1.7398
```

Computed properties:
- Net charge: +1
- LUMO level: -4.00 eV
- SMILES string: CCc1[nH+]ccn1O
- ΔE to the lowest compared entry with this formula, charge and spin: 4.134 eV



Entry 3:
# C2H9NO

A 2-piece molecular cluster, C2H9NO overall in a non-equilibrium geometry (the ωB97M-V functional and the def2-TZVPD basis, the OMol25 dataset).

```
13
C2H9NO the ωB97M-V functional and the def2-TZVPD basis
C 0.9247 -0.3071 0.9331
C 0.0231 -1.0263 -0.0951
N 0.0550 -0.3671 -1.3945
H 0.4469 0.2569 1.7288
H 1.5469 -1.0457 1.4557
H 1.5084 0.5004 0.4804
H 0.4007 -2.0577 -0.1377
H -0.9751 -1.1196 0.3395
H 0.8291 -0.7322 -1.9344
H -0.8089 -0.5069 -1.8925
H -1.3971 1.4993 0.6945
H -1.5887 2.7991 -0.2176
O -0.9650 2.1070 0.0397
```

Computed properties:
- Net charge: -1
- Spin multiplicity: 2
- LUMO level (alpha / beta): 4.47 / 4.31 eV
- ΔE to the lowest compared entry with this formula, charge and spin: 0.210 eV



Entry 4:
# C8H26O5

A 5-piece molecular cluster, C8H26O5 overall in a non-equilibrium geometry (the ωB97M-V functional and the def2-TZVPD basis, the OMol25 dataset).

```
39
C8H26O5 the ωB97M-V functional and the def2-TZVPD basis
C -0.8225 2.1458 8.2989
C 0.4272 1.3569 8.5414
O 0.5401 1.0573 9.9649
H -1.6478 1.4669 8.5136
H -0.9004 2.6091 7.3154
H -0.8329 3.0006 8.9752
H 1.3433 1.8206 8.1756
H 0.3968 0.3633 8.0945
H 1.0915 0.2788 10.0723
C 3.7633 15.9845 12.3219
C 3.4507 15.0123 11.2408
O 2.1111 14.5749 11.3232
H 3.5057 15.6790 13.3360
H 3.1907 16.9094 12.2529
H 4.7747 16.3909 12.3193
H 4.0886 14.1556 11.4581
H 3.7276 15.4118 10.2651
H 2.0894 13.6719 10.9982
C 6.5344 5.6192 8.0620
C 6.5293 7.1418 8.2684
O 6.4127 7.4408 9.5835
H 5.8468 5.2184 8.8068
H 7.5478 5.2424 8.2005
H 6.1517 5.3975 7.0658
H 5.7140 7.6798 7.7846
H 7.4133 7.5487 7.7775
H 7.3397 7.3674 9.8219
C -1.2917 4.7216 15.0155
C 0.1826 5.0655 15.1414
O 0.8176 4.8524 13.9119
H -1.9268 5.3872 15.6000
H -1.5407 3.7402 15.4191
H -1.5031 4.8340 13.9521
H 0.7201 4.5510 15.9379
H 0.2411 6.1517 15.2109
H 0.5158 4.0879 13.4158
O 1.7918 9.1623 10.2316
H 2.7461 9.2201 10.1858
H 1.6176 8.2511 10.4673
```

Computed properties:
- LUMO level: 0.51 eV
- SMILES string: CCO.CCO.CCO.CCO.O
- ΔE to the lowest compared entry with this formula, charge and spin: 1.823 eV



Entry 5:
# C3H4S2

A 2-piece molecular cluster, C3H4S2 overall in a non-equilibrium geometry (the ωB97M-V functional and the def2-TZVPD basis, the OMol25 dataset).

```
9
C3H4S2 the ωB97M-V functional and the def2-TZVPD basis
C -0.6291 -1.8256 0.1162
C 0.4050 -1.5993 0.7023
C 0.7607 1.1471 0.0311
S -0.8402 1.5658 -0.3447
S 2.0492 2.0721 -0.4226
H -1.5714 -2.1254 -0.2567
H -1.3357 0.2303 -0.2575
H 1.3465 -1.3505 1.0979
H 1.6851 2.8327 -1.3891
```

Computed properties:
- LUMO level: -0.09 eV
- ΔE to the lowest compared entry with this formula, charge and spin: 4.366 eV



Entry 6:
# C5H8OS2

One molecule with the formula C5H8OS2 in a non-equilibrium geometry (the ωB97M-V functional and the def2-TZVPD basis, the OMol25 dataset).

```
16
C5H8OS2 the ωB97M-V functional and the def2-TZVPD basis
C -0.3129 0.0566 -1.9545
C 0.5128 -0.5863 -2.7759
S 1.7551 -1.3580 -1.5561
O 0.9075 -1.3814 -0.1986
C 0.8400 -0.6654 1.0135
S 1.8176 0.7401 1.4706
C 0.1008 0.5748 1.2103
C -1.2006 0.5964 1.9362
H -0.8123 1.0180 -2.3648
H -0.6907 -0.0988 -0.9856
H 0.7941 -0.0741 -3.6511
H 0.8799 -1.7554 1.4840
H -0.0243 1.0508 0.2276
H -1.5646 1.6710 2.0422
H -1.0916 -0.0060 2.8740
H -1.9107 0.2176 1.2282
```

Computed properties:
- LUMO level: 0.71 eV
- SMILES string: C=CSO[C@H]1S[C@@H]1C
- ΔE to the lowest compared entry with this formula, charge and spin: 5.456 eV